129
Properties=species:S:1:pos:R:3:forces:R:3:mulliken_spin:R:1 method="wB97M-V/def2-TZVPD" homo_ha="-0.442 / -0.438" multiplicity=2 relative_energy_kcal_mol=141.1 lumo_energy_ha="-0.0753 / -0.1799" orbital_gap_ev="9.98 / 7.01" total_charge=+1 e_tot_ha=-7738.3869
Cu 0.23319 3.83790 2.47234 0.16 -0.50 -0.52 0.0309
C 0.56229 -0.51967 0.80912 -0.90 -0.17 -1.14 -0.0014
C 0.43713 0.36717 2.02360 0.37 0.06 -0.80 -0.0311
O 0.20625 1.71728 1.70956 0.30 -1.16 0.56 0.8479
H -0.35864 -0.54714 0.22668 -0.31 0.13 0.17 -0.0013
H 0.74562 -1.57318 1.02030 0.31 0.09 0.39 0.0055
H 1.29335 -0.15777 0.08616 0.40 0.05 0.32 -0.0023
H 1.34968 0.18773 2.59206 0.47 0.86 0.44 0.0765
H -0.29622 -0.01125 2.73570 -0.63 0.30 0.05 0.0497
O -3.53732 -6.33053 1.19947 1.20 0.00 -0.30 0.0000
S -2.15769 -6.01161 0.92651 0.23 0.52 1.48 0.0000
O -1.82063 -5.18789 -0.21091 0.14 -0.74 0.73 0.0000
O -1.57745 -5.23118 2.34388 -0.48 -3.44 -1.93 0.0000
C -1.28133 -3.88382 2.30781 -0.49 1.76 0.18 0.0000
C -0.12724 -3.61391 3.24139 0.02 -1.07 -0.11 0.0026
C -1.11523 -7.54737 0.96918 0.24 1.54 0.16 0.0000
H -2.19644 -3.39067 2.63564 0.03 0.57 -0.33 0.0004
H -0.95553 -3.56754 1.31689 -0.60 0.12 -0.17 -0.0006
H 0.69859 -3.97270 2.62708 0.78 0.51 0.58 0.0001
H -0.19115 -4.27357 4.10676 -0.04 0.13 0.13 0.0000
H -0.06692 -2.58241 3.58849 0.22 -0.01 -0.34 -0.0011
H -1.33999 -8.13865 0.08151 -0.40 -0.09 0.37 0.0000
H -1.17379 -8.01628 1.95142 -0.66 -0.18 -0.30 0.0000
H -0.07580 -7.22843 0.89194 -0.07 0.32 -0.20 0.0000
O 6.55744 -1.96189 -0.87181 -1.38 -0.26 1.45 0.0000
S 5.59937 -2.33177 0.15755 1.14 -0.30 -0.47 -0.0001
O 4.89866 -1.28115 0.92155 0.69 -2.01 -1.39 -0.0001
O 4.58936 -3.42915 -0.57113 0.47 2.26 0.73 0.0000
C 3.23030 -3.29559 -0.16321 -1.39 -1.50 0.75 -0.0006
C 2.59727 -4.65482 -0.37050 -0.12 -0.84 -0.56 0.0000
C 6.39095 -3.51619 1.31710 0.45 0.63 -0.12 0.0000
H 2.63941 -2.53364 -0.67152 0.58 0.25 -0.26 0.0002
H 3.15185 -3.14378 0.91331 0.28 0.57 0.06 0.0003
H 1.52864 -4.69558 -0.15963 -0.08 0.41 0.10 0.0000
H 3.05729 -5.41813 0.25707 0.18 0.12 0.15 0.0000
H 2.70807 -5.01822 -1.39214 0.06 0.19 -0.13 0.0000
H 6.63161 -2.96288 2.22486 -0.53 -0.14 0.16 0.0000
H 7.36746 -3.84109 0.95799 -0.17 0.22 -0.64 0.0000
H 5.79969 -4.42284 1.44554 -0.29 0.46 0.21 0.0000
O -2.69063 -1.91959 0.23373 -0.69 -0.39 -1.42 0.0001
S -3.74709 -2.18507 -0.72232 -3.88 0.20 1.75 -0.0004
O -3.71212 -1.92116 -2.13393 1.36 -0.64 0.19 0.0000
O -4.33872 -3.67970 -0.38331 4.07 3.60 1.58 0.0000
C -5.26326 -4.19967 -1.23113 -1.68 -2.01 -0.19 0.0000
C -6.42404 -4.59936 -0.36258 -1.73 -0.55 -0.06 0.0000
C -5.26875 -1.13926 -0.27552 1.31 -0.56 -0.03 0.0000
H -4.81937 -5.15079 -1.52514 -0.08 0.23 -1.20 0.0000
H -5.52092 -3.48014 -2.00830 -0.05 -0.51 -0.32 0.0000
H -6.81313 -3.80332 0.27226 0.05 0.19 -0.16 0.0000
H -6.28827 -5.46899 0.28039 0.89 0.18 0.11 0.0000
H -7.23754 -4.97201 -0.98505 -0.24 0.37 -0.28 0.0000
H -6.23342 -1.46866 -0.66154 0.42 -0.61 -0.39 0.0000
H -4.99777 -0.24176 -0.83155 -0.20 0.36 0.57 0.0000
H -5.39651 -1.05620 0.80377 0.43 0.31 -0.11 0.0000
O 1.45010 -2.46981 -6.55128 -2.26 1.83 1.90 0.0000
S 0.28513 -1.77054 -5.97963 -1.67 -2.69 -0.28 0.0000
O -1.08146 -2.27422 -6.27150 2.96 0.92 0.52 0.0000
O 0.39969 -1.64445 -4.32355 0.46 -0.74 -1.71 0.0000
C -0.80129 -1.43720 -3.57038 -0.05 3.02 1.07 -0.0001
C -0.51145 -0.12661 -2.71569 0.83 -1.66 -0.50 0.0001
C 0.28155 -0.07371 -6.36113 0.15 1.62 -0.53 0.0000
H -0.94988 -2.25049 -2.86004 -0.42 -0.18 -0.67 0.0000
H -1.62742 -1.06251 -4.17471 -0.24 -1.44 -0.28 0.0000
H -1.25782 0.08443 -1.94986 -0.07 -0.17 -0.11 0.0003
H -0.35509 0.73391 -3.36619 -0.16 -0.07 -0.04 0.0001
H 0.44380 -0.40621 -2.27138 0.10 0.62 0.50 0.0001
H 0.89279 0.53387 -5.69379 0.34 -0.46 -0.02 0.0000
H -0.72336 0.34181 -6.28641 -0.15 -0.47 0.06 0.0000
H 0.61100 0.08912 -7.38731 0.07 -0.26 0.03 0.0000
O 4.37351 3.43090 3.94162 -0.96 0.15 -2.57 0.0001
S 3.80827 3.32536 2.58812 -0.03 -0.92 0.61 -0.0006
O 2.40363 3.74901 2.35781 2.89 -0.50 0.42 0.0073
O 4.79462 4.10095 1.46061 -2.95 -1.08 1.20 0.0010
C 6.17820 3.99470 1.69231 1.84 0.19 0.49 0.0001
C 7.03285 3.13693 0.72973 -0.66 0.66 0.41 0.0000
C 4.03161 1.54097 1.98657 -1.06 1.40 0.28 0.0021
H 6.37949 3.56120 2.67194 -0.31 0.45 0.25 0.0000
H 6.55319 5.01813 1.70051 -0.12 0.00 0.06 0.0000
H 7.88069 3.75233 0.42881 0.13 -0.28 0.04 0.0000
H 6.50838 2.85033 -0.18180 -0.01 -0.32 0.19 0.0000
H 7.35708 2.31111 1.36297 0.26 -0.38 -0.85 0.0000
H 5.06070 1.50977 1.62865 -0.38 -0.38 -0.12 0.0011
H 3.22876 1.38454 1.26611 0.58 0.44 -0.77 0.0033
H 3.75986 0.77198 2.70970 0.66 0.51 0.72 0.0001
O -1.40116 2.77585 3.94716 -0.67 -0.93 0.25 0.0032
S -2.42485 2.02185 4.63807 -1.76 -0.55 0.66 0.0006
O -3.32700 2.73557 5.54660 1.73 -1.59 -1.46 0.0000
O -3.40418 1.29669 3.43980 5.48 3.20 1.77 0.0034
C -4.39809 0.43681 3.79742 -1.34 -1.67 -0.38 -0.0002
C -5.45020 0.97546 2.87193 -1.68 0.16 1.01 -0.0001
C -1.70597 0.46880 5.51321 -0.59 0.57 -0.96 0.0004
H -4.62826 0.35005 4.85931 -0.23 0.66 0.06 0.0000
H -4.06262 -0.55700 3.50094 -0.17 -0.36 -0.08 0.0001
H -5.74103 1.96489 3.22484 0.29 0.22 0.01 0.0000
H -6.39758 0.44201 2.94934 0.12 -0.47 -0.75 0.0000
H -4.98247 1.10925 1.89652 -0.58 -0.44 -0.12 -0.0001
H -2.49339 0.11308 6.17769 0.23 0.37 0.24 0.0002
H -0.73425 0.63383 5.97864 -0.39 0.68 0.27 -0.0002
H -1.51994 -0.34278 4.80977 -0.28 0.32 -0.54 0.0003
O -1.31426 4.10448 1.00568 -3.28 0.76 -2.58 0.0018
S -2.48078 4.25177 0.04681 1.10 1.29 2.29 -0.0020
O -3.63681 5.13268 0.49290 3.78 -2.90 -2.23 0.0003
O -1.81428 4.55990 -1.48569 -0.10 -0.09 2.59 -0.0010
C -2.48256 5.52229 -2.27153 -2.16 0.06 -1.88 0.0000
C -2.38078 5.20308 -3.84498 1.39 0.70 2.81 0.0000
C -2.90496 2.56700 -0.37222 -1.06 0.72 0.42 0.0064
H -2.16920 6.54435 -2.05869 0.48 -0.18 -0.08 0.0000
H -3.52675 5.46522 -1.96413 -0.24 0.30 -0.24 0.0000
H -1.30079 5.09580 -3.94604 0.12 0.05 -0.64 0.0000
H -2.67513 6.15147 -4.29443 -0.23 -0.47 -0.49 0.0000
H -2.84265 4.28138 -4.19890 -0.41 0.38 0.19 0.0000
H -1.97734 1.99509 -0.34945 -0.27 0.00 0.10 -0.0027
H -3.40920 2.55935 -1.33854 0.21 0.02 0.00 0.0004
H -3.64494 2.31731 0.38817 0.29 -0.53 0.14 -0.0029
O 1.21177 4.49860 0.12374 0.63 -0.26 -1.53 -0.0002
S 1.60119 4.30634 -1.26496 0.32 2.02 0.78 0.0001
O 1.51286 5.51784 -2.12185 0.40 -3.17 1.21 0.0000
O 3.15184 3.69430 -1.22727 -2.21 -0.58 -0.54 0.0003
C 4.19043 4.43777 -1.87417 -0.05 1.66 0.25 0.0000
C 4.20967 4.48005 -3.37743 0.66 -0.76 -1.12 0.0000
C 0.59344 2.90346 -1.83374 -0.08 -0.06 0.25 0.0035
H 5.15096 4.04129 -1.54510 -0.35 -0.20 0.37 0.0000
H 4.06622 5.43013 -1.44069 0.47 0.25 -0.27 0.0000
H 3.27049 4.46818 -3.93050 -0.13 0.23 0.46 0.0000
H 4.80474 3.65189 -3.76232 -0.26 -0.51 0.06 0.0000
H 4.81848 5.30163 -3.75485 -0.31 0.50 0.37 0.0000
H -0.17621 3.31028 -2.48966 0.52 -0.14 -0.39 0.0001
H 0.03495 2.52279 -0.97859 0.32 0.42 0.41 -0.0020
H 1.13294 2.02247 -2.18145 0.35 0.62 -0.50 0.0002

---

6
Properties=species:S:1:pos:R:3:forces:R:3:mulliken_charge:R:1 method="wB97M-V/def2-TZVPD" homo_ha=-0.128 relative_energy_kcal_mol=2.1 lumo_energy_ha=0.1757 orbital_gap_ev=8.26 total_charge=-1 e_tot_ha=-244.6139
N 0.23870 -1.11122 0.56767 0.09 -0.36 0.60 -0.4549
C -0.01040 0.11154 -0.10404 -0.33 1.95 0.80 0.5660
O 0.17282 0.21498 -1.32366 0.16 -0.70 -0.63 -0.7309
O -0.36032 1.04671 0.69380 0.11 -0.82 -0.40 -0.7827
H -0.24098 -1.07441 1.45621 0.15 -0.32 -0.10 0.2134
H 0.20900 -1.99497 0.08418 -0.17 0.25 -0.26 0.1892

---

62
Properties=species:S:1:pos:R:3:forces:R:3:mulliken_charge:R:1 method="wB97M-V/def2-TZVPD" homo_ha=-0.276 lumo_energy_ha=-0.0101 orbital_gap_ev=7.22 total_charge=0 e_tot_ha=-4274.1992
C -4.62094 -3.27774 -1.27975 0.28 -0.32 0.22 -0.5385
H -5.31445 -4.05307 -1.59319 -0.01 0.05 -0.04 0.2788
H -4.52640 -3.26544 -0.19266 0.04 0.01 -0.12 0.1539
H -3.63729 -3.43151 -1.72606 -0.10 0.00 0.03 0.2837
O -5.18032 -2.03919 -1.71599 -0.39 0.06 -0.14 -0.3855
C -4.38787 -0.98201 -1.68624 -0.10 0.24 -0.14 0.8553
O -3.21098 -1.00754 -1.41843 -0.01 -0.19 -0.19 -0.4831
C -5.14437 0.29178 -2.02022 0.19 -0.01 0.11 -0.7144
C -4.19726 1.48792 -1.95212 0.05 -0.30 0.14 -0.5840
C -3.32521 1.39731 -0.71442 0.34 0.55 -0.97 0.4624
O -2.14967 1.68572 -0.69512 -0.24 0.02 -0.05 -0.6668
O -4.03350 1.03776 0.33877 -0.41 0.05 0.50 -0.3680
C -3.37413 0.66672 1.57328 -0.48 -0.05 0.41 1.9276
C -4.35873 0.98134 2.69815 0.09 0.03 -0.39 -2.1440
H -3.93285 0.67427 3.65052 0.01 -0.02 0.08 0.3981
H -5.28078 0.43403 2.52184 0.03 -0.08 0.01 0.4645
H -4.55526 2.04986 2.71950 0.06 0.04 0.02 0.4360
C -2.10078 1.50475 1.75496 0.06 0.25 0.14 -0.0979
O -2.16932 2.65257 2.13587 -0.03 -0.21 -0.02 -0.6176
C -0.83445 0.83983 1.43891 0.99 0.19 0.10 -0.5373
C 0.24395 1.62849 1.16562 -0.79 -0.23 0.39 -0.5463
N 1.41529 1.13918 0.70713 0.16 -0.41 0.32 0.5727
C 1.59499 -0.23031 0.68251 -0.47 -0.28 0.10 0.3938
C 0.55796 -1.06494 0.95828 0.28 0.07 -0.07 -1.2142
C -0.75182 -0.57805 1.24011 -0.49 0.16 -0.03 1.5860
C -1.87448 -1.36217 1.32595 0.33 -0.55 0.07 -0.1657
C -3.19787 -0.87110 1.47636 0.05 0.06 -0.02 -0.0578
O -4.19406 -1.57640 1.48579 -0.14 0.32 0.06 -0.7192
Br -1.75437 -3.25019 1.13701 0.15 0.07 0.00 -0.2069
H 0.72641 -2.13027 0.94352 0.07 -0.01 0.05 0.6683
C 2.93248 -0.77387 0.41033 0.22 -0.14 -0.17 -0.7948
C 3.10194 -1.81879 -0.49073 -0.11 0.33 0.20 -1.0256
C 4.34907 -2.36913 -0.72107 0.41 -0.19 -0.03 -0.5843
C 5.46214 -1.88617 -0.03786 -0.21 0.10 0.03 0.8919
C 5.29465 -0.84369 0.87950 0.13 -0.09 -0.07 -0.6900
C 4.05172 -0.29696 1.09808 -0.03 -0.19 -0.09 -0.0632
H 3.93459 0.48628 1.83336 -0.01 0.11 0.07 0.5816
H 6.16170 -0.49009 1.41430 0.11 0.04 0.08 0.4566
O 6.72652 -2.34709 -0.18160 -0.08 0.25 0.21 -0.4534
C 6.96299 -3.42070 -1.06329 0.04 -0.19 -0.17 -0.8488
H 6.70737 -3.15684 -2.09413 0.00 -0.01 0.05 0.3407
H 8.03043 -3.62365 -0.99816 -0.09 -0.02 -0.04 0.2449
H 6.40573 -4.31375 -0.76494 0.01 0.04 -0.01 0.3417
H 4.44028 -3.17440 -1.43182 0.05 -0.08 -0.07 0.4156
H 2.24722 -2.19807 -1.02966 -0.10 -0.03 -0.06 0.5685
C 2.26863 2.02845 -0.05906 0.13 0.77 -0.64 0.1301
H 3.17733 1.48193 -0.33001 -0.20 0.15 0.10 0.5063
C 2.66938 3.29061 0.73212 -0.33 -0.33 0.21 -0.9419
O 3.90706 3.79522 0.31267 0.50 0.13 -0.28 -0.5575
H 4.60637 3.16631 0.52541 -0.09 0.04 0.00 0.3189
H 1.94971 4.09010 0.54212 -0.01 -0.12 0.13 0.4407
H 2.67818 3.06310 1.80825 -0.08 0.03 -0.09 0.3531
C 1.55435 2.41271 -1.38616 0.63 -0.29 0.05 -0.8411
O 0.40140 3.17438 -1.20740 -0.44 0.17 0.21 -0.5295
H -0.37730 2.61754 -1.04924 0.02 0.00 -0.16 0.5006
H 1.35506 1.49574 -1.95577 0.03 0.07 0.01 0.3104
H 2.25479 3.03579 -1.95124 0.00 -0.14 0.00 0.4812
H 0.15181 2.69904 1.26049 0.02 0.07 -0.08 0.7163
H -3.53211 1.51799 -2.81552 -0.01 0.05 0.12 0.3208
H -4.76158 2.42072 -1.90965 0.02 0.02 -0.01 0.2821
H -5.94922 0.38968 -1.29013 -0.02 -0.04 -0.08 0.2369
H -5.59411 0.19601 -3.00902 -0.04 -0.02 0.04 0.4571